{"formula": "C11H10N2S", "method": "ωB97M-V/def2-TZVPD", "homo_lumo_gap_ev": 9.037, "e_above_lowest_ev": 1.064, "homo_energy_ev": -8.5, "smiles": "[H]/N=C(\\Nc1ccccc1)c1cccs1", "total_charge": 0, "species": ["H", "N", "C", "N", "C", "C", "C", "C", "C", "C", "C", "C", "C", "C", "S", "H", "H", "H", "H", "H", "H", "H", "H", "H"], "coordinates": [[1.10880, 3.48699, 0.12227], [1.63087, 2.64302, 0.17208], [1.04907, 1.55854, -0.22666], [-0.23031, 1.46475, -0.86502], [-1.29094, 0.58651, -0.35736], [-1.32463, 0.04554, 0.89965], [-2.31243, -0.81852, 1.37832], [-3.27923, -1.23464, 0.36515], [-3.32537, -0.55124, -0.85475], [-2.32253, 0.34223, -1.21947], [1.81017, 0.30329, -0.04431], [2.90508, 0.12971, 0.78161], [3.57877, -1.07491, 0.39694], [3.04774, -1.79220, -0.60458], [1.63929, -0.98514, -1.16961], [-0.51247, 2.23362, -1.41175], [-0.56429, 0.45127, 1.71906], [-2.10654, -1.35202, 2.29822], [-3.91829, -2.03827, 0.68087], [-4.12072, -0.79219, -1.53311], [-2.43182, 0.89504, -2.17072], [3.15947, 0.65855, 1.74406], [4.41598, -1.41971, 0.97914], [3.39434, -2.74025, -1.08002]], "forces_ev_per_angstrom": [[-0.959, 0.606, -0.305], [0.256, -2.087, -0.403], [-0.517, 1.347, 0.603], [0.623, -1.936, 2.080], [1.374, 1.625, -1.402], [1.822, 1.120, 3.955], [-0.060, -0.728, -3.696], [1.655, 1.129, 2.221], [0.164, -0.763, 0.833], [-1.495, 0.000, -0.897], [0.425, 0.491, 0.126], [-0.374, -0.908, 0.269], [0.865, 0.379, 1.843], [-0.624, -0.534, -1.194], [0.022, -0.028, -0.376], [-0.375, 0.913, -0.368], [-1.325, -1.046, -2.062], [-0.621, 0.220, 0.115], [-0.608, -0.060, -0.451], [-0.194, 0.025, -0.333], [0.364, -0.517, 0.515], [-0.340, -0.183, -1.674], [0.330, -0.113, -0.064], [-0.408, 1.049, 0.663]], "mulliken_charge": [0.22, -0.73, 0.20, -0.17, 0.22, 0.20, -0.68, -0.45, -0.55, -0.30, 0.57, -0.63, -0.24, -0.47, -0.09, 0.25, 0.18, 0.36, 0.39, 0.36, 0.31, 0.31, 0.37, 0.36]}


{"formula": "C4H4Br6Cl6", "method": "ωB97M-V/def2-TZVPD", "homo_lumo_gap_ev": 8.971, "homo_energy_ev": -10.1, "total_charge": 0, "species": ["C", "Br", "Br", "Br", "H", "C", "Br", "Br", "Br", "H", "C", "Cl", "Cl", "Cl", "H", "C", "Cl", "Cl", "Cl", "H"], "coordinates": [[-0.47466, 3.18667, -4.87368], [-0.94840, 4.37167, -6.36793], [1.42944, 3.29385, -4.38025], [-0.70395, 1.23025, -5.43740], [-1.09833, 3.45143, -4.01984], [-0.30047, -0.43378, -1.49135], [-1.48096, -2.10832, -1.32242], [0.26081, 0.12940, 0.38446], [-1.41183, 1.14724, -2.22140], [0.57587, -0.53667, -2.13130], [-0.52559, 0.45494, 3.90810], [1.22112, 0.30521, 3.72506], [-1.09045, 1.94083, 4.63648], [-0.96330, -0.88748, 4.97528], [-0.99637, 0.25917, 2.94470], [1.31221, -3.02506, 2.31919], [2.14321, -3.79217, 0.87974], [2.11827, -3.20452, 3.82537], [-0.27550, -3.80905, 2.59588], [1.20884, -1.97358, 2.05121]], "forces_ev_per_angstrom": [[0.812, -1.073, -1.095], [0.274, -0.598, 0.847], [-0.931, 0.365, -0.079], [-0.154, 1.648, -0.090], [0.169, -0.346, -0.221], [-2.017, 0.795, 1.343], [1.486, 1.805, -0.407], [-0.144, -0.590, -1.712], [0.875, -1.725, 1.190], [-0.302, -0.283, 0.210], [-0.158, -1.017, 0.464], [0.290, 0.747, -0.343], [0.252, 0.268, -0.357], [-0.508, -0.310, 0.105], [0.059, 0.376, 0.180], [-0.632, -0.707, -0.897], [-0.362, 0.419, 1.030], [1.186, 0.115, 0.412], [0.000, 0.413, -0.744], [-0.195, -0.300, 0.166]], "mulliken_charge": [-0.34, -0.03, 0.01, -0.03, 0.35, -0.41, -0.01, 0.02, 0.00, 0.46, 0.28, -0.12, -0.12, -0.11, 0.08, 0.57, -0.15, -0.09, -0.12, -0.22]}


{"formula": "C37H21HgN10S", "method": "ωB97M-V/def2-TZVPD", "s2": 0.815, "homo_lumo_gap_ev": [4.710, 4.794], "homo_energy_ev": [-0.1, -0.7], "spin_multiplicity": 2, "total_charge": -2, "species": ["Hg", "C", "C", "C", "C", "C", "N", "C", "N", "C", "C", "C", "C", "C", "C", "C", "C", "N", "C", "N", "C", "N", "C", "N", "C", "N", "C", "C", "C", "C", "C", "C", "C", "C", "C", "C", "C", "C", "N", "C", "C", "H", "H", "H", "H", "H", "H", "H", "H", "H", "H", "H", "H", "H", "H", "H", "H", "C", "C", "C", "C", "N", "C", "S", "N", "H", "H", "H", "H", "H"], "coordinates": [[0.13456, 0.93841, 0.38200], [3.91594, -4.54468, -1.20267], [3.06545, -5.22045, -0.29835], [1.95736, -4.59659, 0.23483], [1.69583, -3.26897, -0.12542], [0.66714, -2.33265, 0.22583], [0.88445, -1.16982, -0.42981], [1.98752, -1.28229, -1.20283], [2.48261, -0.36755, -2.08522], [1.86932, 0.74218, -2.38461], [2.35160, 1.65434, -3.44064], [3.46376, 1.62596, -4.26641], [3.61966, 2.65398, -5.18728], [2.67577, 3.68088, -5.28421], [1.55661, 3.69988, -4.46158], [1.40971, 2.67766, -3.53823], [0.36391, 2.38037, -2.53703], [-0.70504, 3.12847, -2.40809], [-1.72468, 2.82599, -1.56736], [-1.78867, 1.82242, -0.65842], [-3.01176, 1.80819, -0.07844], [-3.49839, 0.91376, 0.81811], [-2.84894, -0.17708, 1.15315], [-1.62409, -0.60135, 0.76129], [-1.38206, -1.85077, 1.26387], [-0.37026, -2.64272, 1.05334], [-2.53636, -2.25253, 2.09290], [-2.80989, -3.39562, 2.82666], [-4.02029, -3.46251, 3.50511], [-4.93961, -2.41138, 3.43911], [-4.66651, -1.27176, 2.69266], [-3.45391, -1.20452, 2.02703], [-3.79897, 2.88856, -0.61744], [-5.10538, 3.32749, -0.38986], [-5.56875, 4.41293, -1.10557], [-4.74901, 5.06084, -2.05416], [-3.46049, 4.62849, -2.29395], [-2.97802, 3.53683, -1.56732], [0.70122, 1.24347, -1.87852], [2.54784, -2.59266, -1.03452], [3.66183, -3.24214, -1.57715], [4.77857, -5.06406, -1.60611], [3.29008, -6.24636, -0.02659], [1.29566, -5.11323, 0.92093], [4.18284, 0.82057, -4.18271], [4.48335, 2.66384, -5.84286], [2.82297, 4.47003, -6.01312], [0.81267, 4.48413, -4.52708], [-2.09042, -4.20449, 2.86106], [-4.26018, -4.34111, 4.09368], [-5.87728, -2.49143, 3.97773], [-5.37024, -0.45137, 2.62527], [-5.72906, 2.81933, 0.33579], [-6.57763, 4.77620, -0.94213], [-5.14351, 5.91004, -2.60173], [-2.82646, 5.11572, -3.02495], [4.30549, -2.72014, -2.27540], [2.15383, -2.54265, 3.42320], [2.58313, -1.11330, 3.54262], [3.60075, -0.71030, 4.40431], [3.88470, 0.64244, 4.42797], [3.24126, 1.54181, 3.70044], [2.26855, 1.06504, 2.89794], [1.34896, 2.25006, 2.02492], [1.93278, -0.23111, 2.79336], [2.58955, -3.15760, 4.21215], [2.45332, -2.94048, 2.45248], [1.06653, -2.60547, 3.45234], [4.14025, -1.41775, 5.01920], [4.66853, 1.02859, 5.07649]], "forces_ev_per_angstrom": [[-0.039, -0.320, 0.017], [0.009, 0.015, -0.004], [-0.015, 0.001, 0.007], [0.003, -0.011, 0.003], [0.009, 0.031, -0.018], [-0.043, -0.074, -0.014], [-0.022, 0.106, 0.079], [0.023, 0.003, -0.079], [-0.010, -0.019, 0.029], [-0.044, -0.034, 0.041], [0.001, 0.030, -0.014], [0.006, -0.005, 0.005], [-0.002, 0.000, -0.003], [0.000, 0.001, 0.001], [-0.011, 0.000, -0.001], [0.027, -0.007, -0.014], [-0.007, 0.018, 0.021], [0.017, -0.026, 0.004], [-0.037, 0.029, 0.004], [0.020, 0.039, -0.024], [-0.045, 0.004, 0.032], [0.089, -0.052, -0.020], [-0.123, 0.096, 0.005], [0.152, 0.035, 0.004], [-0.022, 0.023, 0.005], [0.080, 0.034, -0.015], [-0.028, 0.015, 0.026], [0.008, -0.007, -0.005], [0.004, -0.008, -0.003], [0.002, 0.008, -0.006], [-0.019, 0.005, 0.006], [0.036, -0.032, 0.000], [0.021, -0.008, -0.008], [0.000, 0.013, -0.008], [-0.009, -0.010, 0.012], [0.009, 0.009, -0.012], [-0.005, -0.005, 0.009], [-0.007, -0.007, 0.006], [0.015, 0.043, -0.046], [-0.011, -0.014, 0.033], [0.006, -0.016, -0.010], [0.000, 0.001, -0.001], [-0.001, -0.001, -0.001], [0.005, 0.009, 0.005], [0.000, 0.000, 0.000], [0.001, -0.002, 0.001], [-0.001, 0.002, 0.001], [0.001, 0.001, -0.001], [-0.001, -0.004, 0.004], [0.001, -0.001, 0.000], [0.000, 0.001, 0.000], [0.001, 0.000, -0.001], [-0.001, 0.000, 0.000], [0.000, 0.000, 0.000], [0.000, 0.000, 0.000], [0.000, 0.001, -0.001], [0.000, 0.001, 0.001], [0.033, -0.015, -0.015], [-0.026, 0.033, 0.007], [0.006, -0.016, -0.028], [0.024, 0.008, 0.029], [0.003, -0.025, -0.027], [-0.160, -0.181, 0.143], [0.059, 0.231, -0.128], [0.009, 0.048, 0.000], [0.003, 0.008, -0.002], [0.022, 0.001, -0.013], [-0.015, -0.005, -0.013], [-0.006, -0.001, 0.005], [0.005, 0.001, -0.010]], "mulliken_charge": [2.06, -0.60, -0.64, 0.12, 0.23, -0.75, -0.20, -0.52, -0.58, -0.33, 0.17, -0.11, -0.53, -0.56, -0.01, 0.08, -0.11, -0.60, -0.53, -0.26, -0.41, -0.60, -0.13, -0.53, -0.25, -0.41, 0.26, -0.01, -0.58, -0.58, 0.05, -0.19, 0.23, -0.18, -0.53, -0.54, -0.11, 0.28, -0.45, 0.05, -0.02, 0.35, 0.36, 0.49, 0.54, 0.36, 0.37, 0.53, 0.54, 0.37, 0.36, 0.54, 0.50, 0.36, 0.36, 0.50, 0.51, -0.77, 0.84, -0.76, -0.09, -0.60, 0.18, -0.51, -0.22, 0.39, 0.00, 0.13, 0.35, 0.36]}


{"formula": "C20H23AuN5S3", "method": "ωB97M-V/def2-TZVPD", "homo_lumo_gap_ev": 5.387, "e_above_lowest_ev": 0.495, "homo_energy_ev": -16.9, "total_charge": 3, "species": ["Au", "N", "C", "N", "C", "N", "N", "C", "C", "C", "C", "C", "C", "N", "C", "C", "C", "C", "C", "C", "H", "H", "H", "H", "H", "H", "H", "H", "H", "H", "H", "C", "C", "S", "C", "C", "S", "C", "C", "S", "H", "H", "H", "H", "H", "H", "H", "H", "H", "H", "H", "H"], "coordinates": [[-0.11931, -0.30200, 0.05694], [4.20999, -0.36353, -0.48066], [2.96281, -0.74693, -0.42565], [1.95695, 0.07287, -0.13082], [2.23130, 1.44859, 0.03646], [1.25295, 2.28684, 0.16347], [0.05035, 1.70608, 0.06895], [-1.06089, 2.35008, 0.09180], [-2.27333, 1.57266, -0.09904], [-3.52085, 2.13652, -0.23964], [-4.60770, 1.31090, -0.52658], [-4.40164, -0.04728, -0.67722], [-3.12493, -0.56711, -0.51525], [-2.08837, 0.22050, -0.21020], [3.60120, 1.89490, 0.01784], [3.95354, 3.23664, 0.22360], [5.28031, 3.59992, 0.19050], [6.27385, 2.64196, -0.04690], [5.94688, 1.31707, -0.26541], [4.60857, 0.96084, -0.23288], [4.91634, -1.04344, -0.74172], [2.75138, -1.78109, -0.65232], [-1.05318, 3.42879, 0.20985], [-3.64044, 3.20796, -0.14753], [-5.59571, 1.73538, -0.65033], [-5.21450, -0.71692, -0.92310], [-2.93421, -1.62136, -0.65090], [3.17903, 3.96817, 0.40492], [5.56057, 4.63253, 0.34507], [7.31316, 2.94152, -0.06484], [6.71502, 0.57940, -0.46114], [1.64338, -1.97402, 4.13872], [0.35411, -1.22227, 4.43609], [-0.46286, -0.33064, 3.05996], [-1.88588, -1.38249, 2.67992], [-1.55524, -2.68754, 1.97523], [-0.72073, -2.56887, 0.33339], [0.75202, -3.61114, 0.55841], [1.79036, -3.12666, 1.57071], [1.45997, -3.57538, 3.30077], [2.11144, -2.21556, 5.09406], [2.35383, -1.35743, 3.58741], [0.54808, -0.44347, 5.17420], [-0.39442, -1.89238, 4.85969], [-2.55616, -0.75345, 2.09849], [-2.41091, -1.62047, 3.60618], [-2.46003, -3.26749, 1.77984], [-0.87457, -3.28344, 2.58169], [1.16957, -3.69311, -0.44755], [0.35383, -4.59442, 0.81928], [1.88190, -2.04393, 1.53540], [2.74767, -3.57278, 1.29215]], "forces_ev_per_angstrom": [[0.239, 0.665, 0.090], [0.035, 0.053, -0.015], [-0.151, 0.013, -0.046], [0.027, -0.442, 0.109], [-0.049, -0.021, -0.051], [0.075, 0.123, -0.014], [-0.183, -0.111, -0.087], [0.046, 0.097, 0.019], [0.080, -0.059, 0.041], [-0.010, 0.004, -0.015], [-0.026, 0.016, -0.010], [-0.026, -0.028, -0.010], [0.065, 0.197, -0.002], [-0.331, -0.149, -0.065], [-0.084, 0.032, 0.065], [-0.047, -0.014, 0.013], [0.056, -0.028, -0.012], [-0.019, 0.050, 0.013], [-0.016, -0.011, -0.010], [0.082, -0.123, -0.038], [-0.003, 0.009, 0.008], [-0.032, -0.040, 0.044], [-0.016, 0.001, -0.015], [0.002, 0.004, 0.008], [-0.001, -0.001, 0.016], [0.007, -0.002, -0.014], [0.026, -0.059, 0.025], [0.005, 0.002, 0.011], [-0.001, 0.000, 0.010], [0.000, 0.004, -0.010], [0.003, 0.001, -0.004], [-0.080, -0.026, -0.050], [-0.030, 0.056, 0.022], [0.033, -0.119, -0.038], [0.213, 0.024, -0.072], [-0.189, 0.036, 0.068], [0.204, -0.252, -0.039], [0.135, 0.143, 0.074], [-0.037, -0.060, -0.042], [0.018, 0.028, 0.054], [0.015, 0.012, 0.003], [0.036, -0.012, 0.042], [0.022, -0.016, 0.018], [-0.013, 0.038, 0.035], [-0.106, -0.040, 0.033], [0.012, -0.027, 0.009], [0.011, 0.030, -0.067], [-0.016, -0.017, 0.000], [-0.023, -0.042, -0.006], [-0.024, -0.015, -0.047], [0.073, 0.057, -0.017], [-0.005, 0.018, -0.036]], "mulliken_charge": [0.73, 0.06, -0.21, -0.58, 0.67, -1.15, 0.47, -0.19, 0.85, -0.79, -0.35, -0.85, 0.02, -0.13, 0.66, -0.39, -0.83, -0.43, -0.98, 0.36, 0.32, 0.61, 0.53, 0.47, 0.48, 0.47, 0.55, 0.50, 0.46, 0.45, 0.43, -0.68, -0.78, 0.08, -0.84, -0.41, -0.09, -0.89, 0.18, -0.06, 0.48, 0.28, 0.52, 0.40, 0.19, 0.63, 0.55, 0.26, 0.53, 0.52, -0.60, 0.52]}


{"formula": "C4H6P2S", "method": "ωB97M-V/def2-TZVPD", "homo_lumo_gap_ev": [6.312, 6.818], "e_above_lowest_ev": 6.005, "homo_energy_ev": [-7.4, -7.6], "total_charge": 0, "species": ["C", "C", "C", "C", "P", "P", "S", "H", "H", "H", "H", "H", "H"], "coordinates": [[0.83881, 1.37932, -1.71134], [1.49557, 0.11584, -1.43378], [-0.24484, 1.87166, -0.99298], [-0.17261, -1.10749, 0.71129], [-1.09444, 0.57793, 0.01252], [-0.14151, -1.25228, 2.45391], [1.37973, -1.01332, -0.18062], [1.00267, 2.12464, -2.45366], [2.46250, -0.00951, -2.05827], [-1.88404, 1.00313, 1.17917], [-2.20138, 0.14870, -0.81533], [0.05689, -2.68463, 2.60533], [-1.49736, -1.15399, 2.68376]], "forces_ev_per_angstrom": [[-2.463, -0.925, 2.496], [1.763, 1.140, -1.530], [-0.450, -1.444, 0.939], [0.114, 3.433, -4.061], [-0.028, -1.187, 0.589], [1.477, -0.490, 1.716], [-0.634, -0.140, 0.198], [1.527, -0.244, -0.993], [-1.640, -0.461, 1.293], [0.858, -0.009, -1.035], [0.736, 0.058, 0.535], [-0.450, 0.654, -0.125], [-0.810, -0.386, -0.021]], "mulliken_charge": [-0.05, -0.23, -0.66, -0.04, 0.17, -0.12, -0.06, 0.40, 0.25, 0.10, 0.14, 0.05, 0.03]}


{"formula": "C4H9N2O", "method": "ωB97M-V/def2-TZVPD", "homo_lumo_gap_ev": 7.149, "e_above_lowest_ev": 1.166, "homo_energy_ev": -3.1, "total_charge": -1, "species": ["N", "C", "O", "H", "H", "H", "H", "C", "C", "C", "N", "H", "H", "H", "H", "H"], "coordinates": [[-3.30010, -0.16667, -1.02901], [-2.28954, 0.79721, -0.47488], [-1.11846, 0.72106, -1.10380], [-4.21088, 0.25966, -1.15332], [-2.93540, -0.44047, -1.93465], [-2.74910, 1.82054, -0.53421], [-2.21044, 0.56008, 0.62388], [2.68727, -0.70184, 0.99368], [3.03587, -0.59811, -0.29799], [0.52439, 0.13733, 0.88451], [1.41614, -0.59395, 1.46912], [3.44725, -0.94053, 1.73617], [2.33284, -0.54369, -1.11945], [4.07016, -0.70374, -0.59999], [-0.41050, -0.29406, 0.54729], [0.74126, 1.20469, 0.81157]], "forces_ev_per_angstrom": [[-0.042, -0.436, 0.228], [0.238, 0.260, -0.232], [-0.073, -0.107, -0.122], [0.042, 0.124, -0.120], [-0.020, 0.129, -0.027], [-0.043, -0.023, 0.132], [-0.109, 0.072, 0.020], [0.286, 0.918, 1.043], [0.372, -0.108, -0.546], [0.788, -0.203, 1.371], [-0.642, -1.305, -1.793], [0.013, 0.034, -0.024], [-0.265, 0.240, 0.262], [0.087, -0.127, 0.200], [-0.461, 0.535, 0.616], [-0.172, -0.001, -1.008]], "mulliken_charge": [-0.65, -0.15, -0.79, 0.21, 0.22, 0.13, 0.10, 0.05, -0.83, -0.26, -0.49, 0.32, 0.26, 0.24, 0.28, 0.34]}